Record 1
106
Properties=species:S:1:pos:R:3 method="wB97M-V/def2-TZVPD" multiplicity=2 s2=0.76 homo_energy_ha="-0.3535 / -0.3532" orbital_gap_ev="5.22 / 5.21" e_above_lowest_kcal_mol=0.0 charge=+1
Ir 0.02 -0.05 -0.01
O -0.55 -0.12 1.91
C 0.03 0.62 2.84
C -0.73 0.98 3.97
C -0.21 1.77 4.96
C 1.11 2.23 4.89
C 1.89 1.84 3.82
C 1.38 1.00 2.82
C 2.46 -1.05 1.46
N 1.38 -1.52 0.55
C 1.64 -2.78 -0.11
C 0.83 -3.95 0.51
N -0.49 -3.43 0.66
C -1.46 -4.02 0.10
C -2.72 -3.33 -0.16
C -3.89 -4.07 -0.31
C -5.08 -3.47 -0.67
C -5.08 -2.10 -0.93
C -3.92 -1.36 -0.83
C -2.70 -1.93 -0.43
O -1.59 -1.23 -0.35
H -1.75 0.61 4.03
H -0.83 2.04 5.81
H 1.52 2.86 5.66
H 2.92 2.15 3.79
H 3.38 -1.15 0.86
H 2.71 -2.99 -0.10
H 1.32 -2.67 -1.15
H 1.25 -4.23 1.47
H 0.91 -4.81 -0.17
H -1.34 -5.02 -0.35
H -3.85 -5.14 -0.13
H -5.99 -4.05 -0.76
H -5.99 -1.61 -1.23
H -3.94 -0.31 -1.06
C 0.21 5.11 -1.65
C -0.50 3.94 -1.04
C -1.73 3.92 -0.44
C -1.96 2.60 -0.02
N -0.91 1.84 -0.38
N 0.00 2.69 -1.00
B 1.40 2.31 -1.44
N 2.16 1.85 -0.10
N 1.57 0.92 0.49
C 2.28 0.49 1.68
C 3.52 1.32 1.57
C 3.40 2.14 0.52
C 4.27 3.21 -0.03
C 2.72 -1.91 2.75
C 3.61 -3.12 2.41
C 3.56 -1.09 3.74
C 1.41 -2.34 3.42
N 1.42 1.08 -2.32
N 0.56 0.04 -2.10
C 0.47 -0.65 -3.25
C 1.36 -0.08 -4.18
C 1.91 1.02 -3.58
C 2.86 2.02 -4.14
C -0.54 -1.72 -3.62
C -0.28 -2.22 -5.04
C -0.49 -2.92 -2.69
C -1.91 -1.04 -3.60
C -3.29 2.24 0.62
C -3.33 0.91 1.36
C -3.64 3.33 1.65
C -4.33 2.30 -0.51
H -0.43 5.98 -1.59
H 1.14 5.33 -1.12
H 0.45 4.93 -2.70
H -2.39 4.75 -0.33
H 1.98 3.22 -1.92
H 4.35 1.29 2.26
H 5.18 3.29 0.57
H 4.55 2.98 -1.06
H 3.76 4.17 -0.03
H 4.58 -2.79 2.04
H 3.79 -3.69 3.33
H 3.19 -3.81 1.69
H 4.46 -0.68 3.28
H 3.00 -0.30 4.22
H 3.91 -1.77 4.53
H 0.68 -2.74 2.71
H 1.64 -3.11 4.17
H 0.94 -1.51 3.94
H 1.54 -0.41 -5.19
H 3.17 1.70 -5.13
H 2.40 3.00 -4.23
H 3.76 2.12 -3.53
H 0.70 -2.70 -5.14
H -1.03 -2.97 -5.29
H -0.36 -1.43 -5.78
H 0.46 -3.45 -2.79
H -0.63 -2.61 -1.66
H -1.29 -3.62 -2.94
H -1.97 -0.29 -4.40
H -2.70 -1.78 -3.76
H -2.09 -0.54 -2.66
H -2.83 1.01 2.32
H -4.37 0.65 1.56
H -2.86 0.10 0.83
H -2.85 3.43 2.40
H -3.82 4.31 1.19
H -4.56 3.04 2.16
H -4.08 1.64 -1.34
H -5.31 2.01 -0.12
H -4.41 3.31 -0.91

Record 2
106
Properties=species:S:1:pos:R:3 method="wB97M-V/def2-TZVPD" homo_energy_ha="-0.3325 / -0.3325" orbital_gap_ev="4.83 / 4.83" charge=+1
W -0.40 -0.24 1.02
Cl -2.48 -5.25 5.26
C -2.52 -3.88 4.20
C -1.34 -3.22 3.91
C -1.35 -2.13 3.06
N -0.24 -1.33 2.74
C 0.98 -1.47 3.32
O 1.38 -2.35 4.07
C 1.86 -0.31 3.00
C 3.06 -0.09 3.65
C 3.75 1.09 3.39
C 3.21 2.01 2.50
C 2.01 1.71 1.87
N 1.37 0.55 2.09
C -2.53 -1.72 2.41
C -3.72 -2.35 2.78
C -3.71 -3.42 3.66
Cl -5.22 -4.18 4.04
N -2.36 -0.68 1.47
C -3.50 -0.39 0.62
O -4.69 -0.07 1.37
C -2.86 0.46 -1.59
C -3.67 0.96 -2.61
C -3.48 0.48 -3.89
C -2.53 -0.50 -4.11
C -1.74 -0.88 -3.04
N -1.86 -0.39 -1.81
H -0.42 -3.55 4.36
H 3.40 -0.82 4.37
H 4.69 1.29 3.88
H 3.70 2.95 2.30
H 1.53 2.39 1.18
H -4.67 -2.02 2.41
H -4.44 1.67 -2.36
H -4.10 0.84 -4.70
H -2.38 -0.93 -5.09
H -0.97 -1.63 -3.17
C -3.94 -1.60 -0.21
N -3.20 0.77 -0.24
C -4.99 1.18 1.76
C -4.34 2.34 1.67
N -3.05 2.61 1.19
B -2.43 4.01 1.60
N -1.06 3.94 2.35
C -0.30 5.08 2.48
C 0.61 4.88 3.46
N 0.42 3.59 3.91
C 1.05 2.99 5.08
C -0.60 3.02 3.21
S -1.10 1.40 3.40
C -2.48 1.81 0.35
S -0.80 1.94 -0.02
H -4.56 -2.25 0.40
H -3.08 -2.16 -0.56
H -4.55 -1.27 -1.06
H -5.96 1.19 2.24
H -4.83 3.20 2.11
H -3.22 4.51 2.36
H -2.27 4.67 0.60
H -0.50 5.95 1.89
H 1.35 5.53 3.89
H 1.79 3.69 5.46
H 1.52 2.05 4.82
H 0.29 2.80 5.84
C 2.54 -4.04 0.79
O 1.62 -2.94 0.85
C 0.82 -2.67 -0.22
O -0.29 -2.05 0.09
C 1.48 -1.95 -1.37
C 1.34 -2.59 -2.53
As 1.78 -1.80 -4.28
C 3.74 -1.81 -3.97
C 1.45 0.10 -3.78
C 1.67 0.71 -2.61
As 1.66 -0.09 -0.85
C 3.55 -0.03 -0.33
C 1.81 2.20 -2.60
O 2.01 2.85 -3.59
O 1.85 2.66 -1.35
C 1.91 4.09 -1.16
C 0.90 0.87 -4.97
O -0.23 1.25 -4.92
O 1.62 0.91 -6.09
C 3.05 0.87 -6.02
C 0.69 -3.88 -2.16
O 0.43 -4.00 -0.91
O 0.34 -4.86 -2.89
C 0.59 -4.91 -4.32
H 3.05 -4.03 1.75
H 3.27 -3.91 -0.01
H 2.01 -4.98 0.67
H 4.23 -2.13 -4.89
H 3.98 -2.51 -3.18
H 4.09 -0.82 -3.70
H 4.15 -0.52 -1.09
H 3.67 -0.53 0.63
H 3.84 1.01 -0.24
H 2.49 4.26 -0.26
H 0.89 4.45 -1.02
H 2.37 4.55 -2.03
H 3.42 1.59 -6.74
H 3.41 -0.12 -6.29
H 3.40 1.16 -5.03
H 0.27 -5.90 -4.61
H 1.65 -4.77 -4.51
H -0.02 -4.15 -4.82